Entry 1:
{"formula": "C34H83Mn2N5O14S", "method": "ωB97M-V/def2-TZVPD", "elements": ["Mn", "Mn", "S", "O", "O", "O", "O", "C", "O", "C", "C", "N", "C", "C", "O", "C", "H", "H", "H", "H", "H", "H", "H", "H", "H", "H", "H", "H", "H", "H", "H", "C", "O", "C", "C", "N", "C", "C", "O", "C", "H", "H", "H", "H", "H", "H", "H", "H", "H", "H", "H", "H", "H", "H", "H", "C", "O", "C", "C", "N", "C", "C", "O", "C", "H", "H", "H", "H", "H", "H", "H", "H", "H", "H", "H", "H", "H", "H", "H", "C", "O", "C", "C", "N", "C", "C", "O", "C", "H", "H", "H", "H", "H", "H", "H", "H", "H", "H", "H", "H", "H", "H", "H", "C", "C", "C", "C", "C", "C", "N", "O", "C", "C", "C", "H", "H", "H", "H", "H", "H", "H", "H", "H", "H", "H", "H", "H", "H", "H", "H", "H", "H", "H", "C", "O", "H", "H", "H", "H"], "xyz": [[2.15, 0.47, 2.87], [-0.08, -0.06, -1.84], [1.20, 0.23, 0.47], [-0.22, 0.19, 0.10], [1.56, -0.81, 1.42], [1.70, -0.06, -0.89], [1.62, 1.43, 1.13], [3.71, -1.76, -4.73], [3.25, -0.84, -3.78], [4.35, -0.33, -2.93], [5.25, 0.70, -3.61], [4.50, 1.85, -4.11], [5.19, 2.92, -4.86], [4.48, 4.24, -4.66], [3.38, 4.20, -5.55], [2.47, 5.28, -5.40], [4.56, -1.43, -5.34], [2.91, -2.12, -5.38], [4.02, -2.70, -4.27], [4.78, -1.20, -2.44], [4.02, 0.28, -2.09], [5.79, 0.25, -4.44], [6.05, 0.98, -2.92], [3.64, 1.49, -4.49], [5.30, 2.70, -5.92], [6.13, 2.97, -4.31], [5.16, 5.06, -4.92], [4.10, 4.38, -3.65], [1.66, 5.24, -6.13], [2.81, 6.31, -5.40], [1.95, 4.90, -4.52], [-0.20, -3.19, -1.33], [-0.07, -2.05, -2.27], [-0.04, -2.41, -3.70], [0.00, -1.19, -4.61], [0.73, -0.06, -4.03], [0.52, 1.09, -4.85], [0.89, 2.29, -3.93], [0.41, 2.02, -2.56], [0.35, 3.26, -1.81], [-1.25, -3.49, -1.31], [0.03, -2.98, -0.28], [0.45, -4.04, -1.51], [-0.71, -3.22, -3.95], [0.90, -2.94, -3.86], [-1.03, -0.91, -4.82], [0.54, -1.44, -5.52], [1.70, -0.33, -4.01], [-0.53, 1.22, -5.10], [1.15, 1.15, -5.74], [0.61, 3.24, -4.38], [1.93, 2.46, -3.66], [0.02, 3.18, -0.78], [-0.18, 4.03, -2.37], [1.36, 3.62, -1.58], [2.93, -6.64, 6.40], [2.12, -6.25, 5.25], [2.73, -5.07, 4.61], [1.66, -4.56, 3.61], [0.65, -3.82, 4.34], [-0.36, -3.31, 3.33], [-1.34, -4.28, 2.74], [-0.66, -4.96, 1.67], [-1.17, -6.29, 1.57], [2.71, -5.95, 7.22], [3.98, -6.75, 6.13], [2.66, -7.59, 6.86], [3.66, -5.34, 4.12], [2.99, -4.38, 5.42], [1.33, -5.55, 3.29], [2.27, -4.00, 2.91], [0.13, -4.36, 5.02], [0.09, -2.74, 2.52], [-0.96, -2.64, 3.95], [-2.17, -3.72, 2.30], [-1.73, -4.90, 3.55], [-0.90, -6.95, 2.39], [-0.78, -6.88, 0.73], [-2.24, -6.22, 1.35], [4.64, 0.09, 1.27], [3.99, -0.06, 2.47], [4.32, -1.26, 3.19], [3.48, -1.33, 4.44], [2.16, -1.18, 4.12], [1.32, -0.81, 5.37], [0.12, 0.08, 4.87], [0.25, 0.82, 3.61], [-1.05, 1.39, 3.30], [5.70, 0.33, 1.41], [4.31, 1.00, 0.76], [4.53, -0.77, 0.60], [5.39, -1.43, 3.37], [3.98, -2.06, 2.55], [3.77, -0.46, 5.03], [3.79, -2.17, 5.06], [1.84, -2.11, 3.88], [1.83, -0.22, 6.13], [0.82, -1.58, 5.95], [-0.09, 0.89, 5.56], [-0.71, -0.62, 4.77], [-1.47, 2.15, 3.97], [-1.71, 0.52, 3.35], [-0.99, 1.78, 2.29], [-2.86, 2.91, 0.33], [-4.34, 3.13, 0.51], [-4.66, 4.63, 0.30], [-6.12, 5.04, 0.08], [-6.71, 4.37, -1.10], [-6.61, 2.79, -0.90], [-5.23, 2.40, -0.48], [-4.99, 1.08, -0.45], [-7.66, 2.29, 0.09], [-6.98, 2.17, -2.27], [-4.60, 2.90, 2.05], [-2.27, 3.73, 0.74], [-2.74, 3.04, -0.74], [-2.63, 1.86, 0.51], [-4.14, 5.33, 0.95], [-4.31, 4.87, -0.71], [-6.09, 6.10, -0.17], [-6.73, 4.81, 0.95], [-6.03, 4.68, -1.89], [-7.67, 4.83, -1.35], [-8.67, 2.42, -0.29], [-7.45, 1.24, 0.27], [-7.58, 2.71, 1.10], [-6.13, 2.46, -2.89], [-7.05, 1.09, -2.14], [-7.79, 2.66, -2.82], [-4.12, 1.98, 2.39], [-5.68, 2.83, 2.21], [-4.21, 3.66, 2.74], [-4.24, 0.96, -1.02], [-3.09, -1.64, 0.96], [-1.88, -1.24, 1.64], [-2.83, -2.38, 0.20], [-3.90, -2.03, 1.59], [-3.56, -0.77, 0.50], [-1.24, -0.80, 1.08]], "e_above_lowest_kcal_mol": 119.2, "spin_multiplicity": 11, "s2": 30.007, "lumo_energy_ev": [-4.3, -4.8], "homo_lumo_gap_ev": [7.26, 6.68], "e_homo_ev": [-11.51, -11.51], "charge": 2}



Entry 2:
{"formula": "C34H88Cl2N12O8P4", "method": "ωB97M-V/def2-TZVPD", "elements": ["C", "N", "C", "P", "O", "N", "C", "C", "N", "C", "C", "H", "H", "H", "H", "H", "H", "H", "H", "H", "H", "H", "H", "H", "H", "H", "H", "H", "H", "C", "N", "C", "P", "O", "N", "C", "C", "N", "C", "C", "H", "H", "H", "H", "H", "H", "H", "H", "H", "H", "H", "H", "H", "H", "H", "H", "H", "H", "C", "N", "C", "P", "O", "N", "C", "C", "N", "C", "C", "H", "H", "H", "H", "H", "H", "H", "H", "H", "H", "H", "H", "H", "H", "H", "H", "H", "H", "C", "N", "C", "P", "O", "N", "C", "C", "N", "C", "C", "H", "H", "H", "H", "H", "H", "H", "H", "H", "H", "H", "H", "H", "H", "H", "H", "H", "H", "O", "C", "C", "C", "C", "O", "H", "H", "H", "H", "H", "H", "O", "C", "C", "C", "C", "O", "H", "H", "H", "H", "H", "H", "Cl", "C", "C", "Cl", "H", "H", "H", "H"], "xyz": [[-0.40, -4.16, -2.58], [0.88, -3.76, -3.15], [1.70, -4.84, -3.73], [1.11, -2.24, -3.89], [2.42, -2.00, -4.52], [-0.14, -2.12, -5.04], [-1.57, -2.09, -4.78], [0.25, -2.31, -6.47], [0.61, -1.08, -2.77], [0.69, 0.37, -3.07], [0.56, -1.41, -1.33], [-1.01, -3.28, -2.40], [-0.32, -4.58, -1.57], [-0.95, -4.90, -3.17], [1.26, -5.82, -3.82], [2.60, -4.93, -3.11], [2.11, -4.35, -4.62], [-2.01, -3.07, -4.58], [-1.75, -1.40, -3.95], [-2.09, -1.66, -5.64], [0.95, -3.14, -6.58], [-0.70, -2.40, -6.99], [0.76, -1.42, -6.84], [-0.22, 0.59, -3.63], [0.55, 0.95, -2.16], [1.64, 0.64, -3.51], [1.28, -2.17, -1.01], [-0.38, -1.84, -1.00], [0.83, -0.52, -0.77], [7.82, -3.50, -3.10], [8.42, -4.54, -3.93], [9.67, -4.17, -4.55], [7.45, -5.69, -4.74], [8.16, -6.73, -5.53], [6.45, -6.25, -3.49], [5.19, -6.90, -3.71], [7.05, -6.55, -2.20], [6.50, -4.79, -5.82], [5.36, -4.07, -5.23], [6.11, -5.42, -7.08], [8.56, -3.31, -2.32], [6.93, -3.90, -2.61], [7.59, -2.53, -3.56], [9.57, -3.26, -5.15], [9.92, -4.97, -5.25], [10.47, -4.16, -3.80], [4.37, -6.35, -3.22], [4.94, -6.83, -4.77], [5.12, -7.93, -3.36], [6.25, -6.66, -1.47], [7.71, -7.43, -2.21], [7.74, -5.81, -1.79], [4.93, -3.43, -6.00], [4.55, -4.73, -4.90], [5.56, -3.47, -4.34], [5.87, -6.47, -6.99], [6.93, -5.24, -7.78], [5.30, -4.89, -7.60], [8.54, 1.78, -0.03], [8.22, 0.34, -0.05], [9.37, -0.53, -0.26], [6.80, -0.29, 0.54], [6.55, -1.73, 0.29], [6.77, 0.14, 2.18], [7.72, -0.64, 2.98], [5.51, 0.33, 2.93], [5.57, 0.69, -0.13], [4.62, -0.04, -0.98], [5.27, 2.07, 0.28], [7.83, 2.28, -0.71], [9.50, 2.04, -0.45], [8.20, 2.21, 0.91], [9.68, -1.05, 0.65], [10.22, 0.02, -0.66], [9.24, -1.18, -1.13], [8.70, -0.68, 2.51], [7.86, -0.28, 4.00], [7.36, -1.68, 3.02], [5.12, -0.65, 3.23], [5.77, 0.87, 3.83], [4.83, 0.86, 2.27], [5.24, -0.68, -1.61], [3.83, -0.56, -0.43], [4.12, 0.57, -1.73], [5.97, 2.38, 1.04], [4.21, 2.07, 0.54], [5.29, 2.76, -0.57], [10.93, -7.81, 3.95], [11.65, -8.22, 2.78], [13.12, -8.26, 2.89], [10.90, -9.29, 1.69], [11.64, -9.35, 0.41], [10.93, -10.77, 2.51], [10.09, -11.18, 3.64], [11.93, -11.77, 2.12], [9.30, -8.84, 1.63], [8.27, -9.88, 1.60], [9.00, -7.66, 0.85], [11.21, -6.81, 4.27], [11.04, -8.60, 4.72], [9.85, -7.79, 3.80], [13.40, -9.29, 3.12], [13.38, -7.63, 3.74], [13.52, -8.00, 1.92], [9.50, -12.07, 3.38], [10.72, -11.58, 4.44], [9.42, -10.37, 3.89], [11.79, -12.20, 1.12], [12.93, -11.33, 2.10], [11.92, -12.59, 2.83], [7.87, -10.17, 2.56], [7.47, -9.65, 0.89], [8.63, -10.80, 1.12], [8.05, -7.20, 1.14], [9.04, -7.85, -0.23], [9.82, -6.95, 0.92], [5.13, -11.01, -1.10], [4.27, -10.17, -1.04], [3.14, -9.89, -1.99], [2.04, -9.56, -1.03], [2.78, -8.85, 0.10], [4.08, -9.46, 0.08], [3.38, -9.10, -2.70], [2.89, -10.80, -2.54], [1.25, -8.94, -1.47], [1.63, -10.46, -0.58], [2.90, -7.77, 0.19], [2.35, -9.23, 1.03], [1.56, -4.05, 3.16], [2.55, -4.32, 3.78], [2.76, -5.53, 4.67], [4.30, -5.60, 4.74], [4.68, -4.15, 4.53], [3.72, -3.69, 3.55], [2.47, -5.49, 5.72], [2.29, -6.34, 4.12], [4.62, -6.13, 5.63], [4.61, -6.20, 3.88], [4.43, -3.55, 5.41], [5.73, -4.03, 4.27], [3.12, -4.89, -0.25], [4.74, -4.19, -0.54], [5.67, -4.40, 0.64], [5.82, -6.15, 1.12], [4.62, -3.14, -0.78], [5.16, -4.62, -1.45], [5.31, -3.90, 1.53], [6.66, -4.13, 0.28]], "lumo_energy_ev": 0.4, "homo_lumo_gap_ev": 8.23, "smiles": "CN(C)P(=O)(N(C)C)N(C)C.CN(C)P(=O)(N(C)C)N(C)C.CN(C)P(=O)(N(C)C)N(C)C.CN(C)P(=O)(N(C)C)N(C)C.O=C1CCCO1.O=C1CCCO1.ClCCCl", "e_homo_ev": -7.85, "charge": 0}



Q: What is the charge in the first record?
A: +2